# 1
A structure of composition C58H51F6N3O3P2PbSi, computed with ωB97M-V/def2-TZVPD.

```
125
Properties=species:S:1:pos:R:3:lowdin_charge:R:1
Pb -0.21976 -0.01982 -0.10257 1.031
C -1.39567 -2.19277 3.13073 -0.221
Si 0.10573 -1.60922 2.07246 0.545
C 1.12221 -0.75720 3.48726 -0.281
C 1.40161 -1.43004 4.68547 -0.107
C 2.02078 -0.81671 5.75719 -0.075
C 2.36230 0.52796 5.68264 -0.072
C 2.07462 1.23049 4.53136 -0.115
C 1.47231 0.60147 3.43347 -0.412
P 1.18950 1.64741 1.93771 1.029
C 2.90755 2.29998 1.72715 -0.338
C 4.00308 1.57529 2.20470 -0.107
C 5.29584 2.04585 2.04088 -0.076
C 5.52909 3.23564 1.36882 -0.087
C 4.45972 3.91923 0.81473 -0.082
C 3.16672 3.44609 0.97464 -0.105
C 0.23992 2.99790 2.76624 -0.353
C -0.70397 2.60552 3.72012 -0.092
C -1.55808 3.53105 4.29669 -0.076
C -1.50922 4.86307 3.91262 -0.090
C -0.59444 5.26054 2.95132 -0.085
C 0.26936 4.33599 2.38212 -0.108
C 0.88317 -3.33370 1.59925 -0.290
C 1.24721 -4.25812 2.58435 -0.097
C 1.61478 -5.55946 2.28761 -0.078
C 1.60943 -5.99702 0.97183 -0.075
C 1.26459 -5.11013 -0.03127 -0.124
C 0.92349 -3.78538 0.26117 -0.382
P 0.50316 -2.67349 -1.14935 1.018
C -0.56282 -3.76700 -2.17340 -0.343
C -1.55109 -4.53170 -1.55047 -0.118
C -2.42061 -5.30576 -2.30084 -0.088
C -2.31994 -5.32374 -3.68450 -0.090
C -1.34535 -4.56174 -4.31034 -0.072
C -0.47795 -3.77809 -3.56370 -0.066
C 2.01469 -2.67032 -2.20006 -0.355
C 2.05207 -1.70003 -3.20217 -0.119
C 3.11805 -1.64518 -4.08846 -0.066
C 4.16493 -2.54688 -3.97667 -0.086
C 4.15145 -3.48713 -2.95693 -0.087
C 3.08607 -3.55147 -2.07116 -0.085
H -1.08738 -2.52536 4.12378 0.017
H -1.92720 -3.02109 2.65700 0.017
H -2.11224 -1.37875 3.27092 0.019
H 1.11217 -2.46753 4.78895 0.073
H 2.23307 -1.38245 6.65605 0.104
H 2.83942 1.02209 6.51931 0.105
H 2.33011 2.28140 4.47155 0.117
H 3.85434 0.64024 2.72129 0.102
H 6.11960 1.47548 2.45151 0.107
H 6.53646 3.61861 1.27000 0.102
H 4.63695 4.82140 0.24298 0.105
H 2.35595 3.97210 0.48604 0.088
H -0.75050 1.57039 4.03329 0.104
H -2.27032 3.20589 5.04469 0.104
H -2.16674 5.58990 4.37170 0.101
H -0.55982 6.29404 2.62969 0.104
H 0.98510 4.68296 1.65015 0.080
H 1.22985 -3.96116 3.62443 0.075
H 1.88374 -6.24176 3.08462 0.103
H 1.86338 -7.02094 0.72851 0.105
H 1.23376 -5.45355 -1.05818 0.110
H -1.62231 -4.54134 -0.46813 0.098
H -3.17903 -5.89633 -1.80173 0.100
H -2.99796 -5.93287 -4.26790 0.100
H -1.26009 -4.57154 -5.38934 0.106
H 0.27009 -3.17824 -4.06416 0.097
H 1.25550 -0.96058 -3.26765 0.076
H 3.12714 -0.87721 -4.85210 0.110
H 4.99146 -2.51819 -4.67597 0.100
H 4.98019 -4.17499 -2.83985 0.100
H 3.09756 -4.29524 -1.28650 0.087
O -7.66248 -0.10707 0.86252 -0.049
C -6.85515 -1.24282 1.09372 -0.211
C -5.41954 -0.93301 0.78388 -0.171
C -4.50812 -1.96832 0.59963 0.005
C -3.19095 -1.64764 0.35002 -0.137
N -2.74457 -0.39809 0.25526 0.002
C -3.61843 0.60738 0.39456 -0.183
C -4.95961 0.36911 0.69121 0.058
C -3.10110 1.97732 0.15700 -0.196
C -3.94211 3.03831 -0.16133 0.053
C -3.39810 4.27220 -0.49391 -0.178
C -4.31038 5.42226 -0.84298 -0.208
O -5.39732 5.03945 -1.66278 -0.049
C -2.01709 4.38741 -0.53863 -0.005
C -1.25231 3.28557 -0.19812 -0.158
N -1.77133 2.12817 0.17244 0.020
H -8.58303 -0.35605 0.97526 0.093
H -7.17021 -2.09000 0.47438 0.129
H -6.91750 -1.55476 2.14510 0.134
H -4.81890 -3.00353 0.65689 0.122
H -2.44546 -2.42382 0.21681 0.086
H -5.65093 1.18423 0.84380 0.116
H -5.01597 2.91879 -0.20086 0.121
H -3.73415 6.23563 -1.29705 0.122
H -4.76316 5.80338 0.07529 0.132
H -5.05614 4.65365 -2.47699 0.097
H -1.53874 5.30475 -0.85721 0.124
H -0.16955 3.31840 -0.25758 0.101
C -1.87559 2.16319 -3.50033 0.013
C -0.53305 1.45461 -3.80845 -0.541
O 0.04087 0.79884 -2.80573 -0.289
C 0.45061 2.55575 -4.32176 -0.535
F -0.02170 3.35009 -5.31168 0.125
F 1.62316 2.05689 -4.76115 0.132
F 0.75619 3.38842 -3.29194 0.108
C -0.82735 0.49390 -5.00509 -0.539
F -1.34287 1.10659 -6.10175 0.121
F -1.73182 -0.43969 -4.63702 0.128
F 0.26439 -0.17563 -5.42661 0.130
H -1.69773 2.96774 -2.79153 0.062
H -2.54607 1.42754 -3.05616 0.090
H -2.32645 2.56317 -4.40860 0.086
C 5.06270 -0.01251 -1.01915 -0.053
C 4.14552 0.85696 -1.58577 -0.034
C 2.82614 0.79528 -1.17428 -0.155
N 2.40583 -0.06320 -0.24611 -0.075
C 3.29298 -0.89157 0.30452 -0.159
C 4.62859 -0.90210 -0.04928 -0.055
H 6.09779 -0.01048 -1.33532 0.111
H 4.44141 1.56068 -2.35136 0.115
H 2.05980 1.42280 -1.62100 0.094
H 2.90683 -1.58543 1.04408 0.098
H 5.31534 -1.58959 0.42548 0.111
```

Computed properties:
2S+1: 1
Relative energy (zero: lowest compared OMol25 entry of this formula, charge and spin) (kcal/mol): 14.5
HOMO level (eV): -6.6
E_LUMO (eV): -0.2


# 2
A cluster of 12 separate species, C16H53FN3O11 in total, computed with ωB97M-V/def2-TZVPD.

```
84
Properties=species:S:1:pos:R:3:lowdin_charge:R:1
N 3.58321 2.46157 -1.77755 -0.025
C 2.22443 3.12402 -1.86107 -0.257
C 1.06104 2.07946 -2.45515 -0.111
N -0.27555 2.69699 -1.99205 -0.102
C -0.63949 4.17447 -2.10846 0.088
C -2.11636 4.12293 -1.39753 0.099
N -2.40702 2.66808 -0.98944 -0.068
F -3.53522 2.24028 -0.35903 0.049
C -1.25245 1.74445 -1.33821 0.151
H 3.61568 2.01416 -0.82207 0.095
H 4.29582 3.21894 -1.87694 0.059
H 1.84460 3.39747 -0.76296 0.128
H 2.20717 4.13636 -2.45980 0.120
H 1.12057 1.95839 -3.62291 0.150
H 1.19360 1.04368 -1.87665 0.145
H -0.03366 5.07804 -2.56385 0.155
H -2.80210 5.05986 -1.22969 0.145
H -1.14764 0.57403 -1.14234 0.163
C -2.49616 -2.14170 -0.15851 -0.132
O -1.84025 -1.68773 -1.32813 -0.153
H -3.36689 -1.50908 0.02886 0.077
H -2.82287 -3.17478 -0.30054 0.098
H -1.81252 -2.07812 0.69170 0.060
H -1.07260 -2.26769 -1.46879 0.081
C -4.25649 -2.15578 2.87333 -0.162
O -3.20758 -3.07884 2.64510 -0.142
H -4.31915 -1.47190 2.02370 0.049
H -5.20169 -2.69470 2.97496 0.078
H -4.05012 -1.58584 3.78263 0.083
H -3.17627 -3.67205 3.41487 0.091
C 5.64903 5.04228 0.76521 -0.138
O 4.79595 4.80480 -0.33942 -0.158
H 6.17995 4.11916 1.00907 0.080
H 6.37297 5.81916 0.50729 0.086
H 5.05328 5.35575 1.62607 0.081
H 4.33871 5.64092 -0.53245 0.089
C 0.57065 -0.83113 2.06543 -0.138
O 1.19838 -1.35335 0.90889 -0.142
H 1.24388 -0.94674 2.91802 0.091
H 0.35411 0.22953 1.91614 0.072
H -0.35491 -1.37938 2.25779 0.067
H 0.57777 -1.23685 0.16950 0.056
C -0.50518 -1.58597 -4.64806 -0.142
O -0.60940 -0.32190 -4.01908 -0.154
H 0.00660 -1.46527 -5.60566 0.087
H 0.07026 -2.26376 -4.01274 0.078
H -1.50511 -1.99180 -4.82036 0.085
H -1.06729 -0.46066 -3.17261 0.026
C 1.72653 -4.39670 0.20387 -0.160
O 0.79060 -4.50340 -0.85301 -0.141
H 1.99121 -3.34547 0.33935 0.055
H 1.28193 -4.77995 1.12561 0.082
H 2.62481 -4.96729 -0.04468 0.080
H 0.57481 -5.44654 -0.94964 0.086
C -6.62960 0.96169 3.34429 -0.141
O -5.43748 0.38692 2.84147 -0.153
H -7.21931 0.18419 3.83544 0.089
H -6.38192 1.74081 4.06941 0.077
H -7.20638 1.38695 2.51923 0.081
H -4.93542 1.10009 2.41165 0.066
C 6.84300 0.89408 -1.62598 -0.160
O 6.67514 1.75785 -0.51688 -0.136
H 7.71392 0.25783 -1.45225 0.075
H 5.95426 0.26845 -1.73953 0.069
H 7.00216 1.48708 -2.53001 0.084
H 5.89565 2.30959 -0.69963 0.028
C 7.31974 -2.70877 -1.32695 -0.171
O 7.97566 -2.25479 -2.49658 -0.136
H 6.44901 -2.07614 -1.13959 0.065
H 6.99303 -3.74184 -1.46899 0.076
H 8.00338 -2.64518 -0.47675 0.081
H 8.74330 -2.83476 -2.63723 0.087
C -3.74753 4.14191 2.66876 -0.144
O -2.51590 3.50921 2.37358 -0.132
H -3.60669 4.81526 3.51744 0.092
H -4.07979 4.71727 1.80116 0.075
H -4.49398 3.38629 2.92585 0.063
H -2.67199 2.91858 1.61713 0.036
C -6.57295 -5.62201 2.24344 -0.172
O -5.44186 -6.32161 1.75811 -0.128
H -7.42083 -6.30904 2.29432 0.083
H -6.36113 -5.23349 3.24261 0.070
H -6.81303 -4.79999 1.56455 0.074
H -4.70609 -5.68687 1.72395 0.067
```

Computed properties:
2S+1: 1
Total charge: +1
HOMO level (eV): -11.8
E_LUMO (eV): -4.1


# 3
The molecule C2H5P, computed with ωB97M-V/def2-TZVPD.

```
8
Properties=species:S:1:pos:R:3:lowdin_charge:R:1
C -0.43805 0.74666 0.24661 -0.299
C -0.23346 -0.75887 0.15897 -0.510
P 1.39617 -0.01685 -0.01421 0.815
H -0.87651 1.33299 -0.59159 0.063
H -0.26852 1.32589 1.11071 0.011
H -0.47359 -1.18699 1.09131 0.043
H -0.56831 -1.29405 -0.64445 0.030
H 1.46224 -0.14876 -1.35736 -0.152
```

Computed properties:
2S+1: 1
Relative energy (zero: lowest compared OMol25 entry of this formula, charge and spin) (kcal/mol): 10.7
HOMO level (eV): -9.1
E_LUMO (eV): 1.2


# 4
A structure of composition C33H33BeClFGeIN2Si, computed with ωB97M-V/def2-TZVPD.

```
74
Properties=species:S:1:pos:R:3:lowdin_charge:R:1
Be -0.10677 0.24480 1.37314 -0.356
C -2.70337 0.78510 3.40814 -0.194
Si -0.98267 0.51650 4.17254 0.427
C -0.75417 1.97230 5.39934 -0.172
C -1.28117 -1.04420 5.27554 -0.218
N 0.31293 0.51180 3.04684 -0.125
C 1.60923 0.64160 3.41714 -0.349
C 2.10343 0.24150 4.67824 -0.092
C 3.42863 0.36100 5.04324 -0.136
C 4.36163 0.88310 4.16284 -0.148
C 3.92363 1.30170 2.91554 -0.048
C 2.59513 1.19050 2.56644 -0.218
F 2.27403 1.70520 1.35414 0.025
H -3.38877 1.18350 4.15304 0.017
H -3.13457 -0.13500 3.02664 0.013
H -2.64987 1.49060 2.59054 -0.041
H -1.40347 1.85380 6.26154 0.008
H -1.02067 2.90350 4.91224 0.017
H 0.26613 2.06030 5.75764 0.006
H -2.06367 -0.84380 6.00624 0.010
H -0.39827 -1.37390 5.81534 -0.007
H -1.61427 -1.88430 4.67324 -0.013
H 1.40633 -0.19530 5.37734 0.074
H 3.74873 0.03270 6.02794 0.086
H 5.40623 0.95790 4.43614 0.077
H 4.61273 1.73550 2.20144 0.105
I 0.77863 -2.74610 2.81684 0.934
C -0.93667 -2.40420 1.61154 -0.729
C -1.67517 -3.50020 1.26964 -0.214
C -2.84607 -3.32820 0.52634 -0.167
C -3.19527 -2.00230 0.21834 -0.130
C -2.38717 -0.97390 0.59634 -0.200
N -1.17967 -1.12790 1.23274 -0.109
H -1.38187 -4.48760 1.60024 0.068
H -3.44107 -4.16920 0.20794 0.065
H -4.13527 -1.79810 -0.27656 0.091
H -2.62187 0.05300 0.36864 0.045
C 0.70553 -0.50050 0.03614 -0.261
Ge 0.31133 0.02840 -1.75426 0.941
C -0.35937 1.76670 -2.47896 -0.311
C 0.46293 2.62610 -3.19096 -0.112
C -0.04357 3.73750 -3.84476 -0.115
C -1.39597 4.02250 -3.78326 -0.129
C -2.22867 3.18780 -3.05606 -0.105
C -1.71247 2.07040 -2.42826 -0.176
C 2.03943 -0.10520 -2.80826 -0.258
C 3.24603 -0.06650 -2.12076 -0.108
C 4.46023 -0.06830 -2.78386 -0.112
C 4.49463 -0.08210 -4.16826 -0.133
C 3.30243 -0.11890 -4.87216 -0.119
C 2.09513 -0.13800 -4.19476 -0.122
C -0.90007 -1.14730 -2.90576 -0.234
C -1.26387 -2.40850 -2.45576 -0.111
C -2.06007 -3.25030 -3.21056 -0.105
C -2.50147 -2.84190 -4.45696 -0.129
C -2.15437 -1.58630 -4.92706 -0.117
C -1.37287 -0.74850 -4.15076 -0.133
H 1.15673 -1.49680 -0.03506 -0.040
H 1.52383 2.41880 -3.24476 0.092
H 0.61953 4.37810 -4.41816 0.087
H -1.80017 4.88890 -4.29726 0.084
H -3.28837 3.40610 -2.99196 0.091
H -2.37067 1.41850 -1.87486 0.083
H 3.20673 -0.02650 -1.04056 0.086
H 5.38833 -0.04630 -2.22536 0.090
H 5.44273 -0.06700 -4.69666 0.084
H 3.32133 -0.12480 -5.95766 0.087
H 1.17203 -0.17330 -4.75936 0.084
H -0.91887 -2.73040 -1.48246 0.089
H -2.34087 -4.22480 -2.82816 0.092
H -3.11147 -3.50020 -5.06406 0.083
H -2.49987 -1.26370 -5.90536 0.087
H -1.13667 0.24290 -4.52176 0.091
Cl -1.01497 1.91160 0.67404 0.278
```

Computed properties:
2S+1: 1
Relative energy (zero: lowest compared OMol25 entry of this formula, charge and spin) (kcal/mol): 22.0
Total charge: -2
HOMO level (alpha / beta) (eV): -0.8 / 0.7
E_LUMO (alpha / beta) (eV): 4.3 / 4.3


# 5
The molecule C2H3NOS2, computed with ωB97M-V/def2-TZVPD.

```
9
Properties=species:S:1:pos:R:3:lowdin_charge:R:1
C -0.58834 0.87098 -0.18428 -0.247
C -0.41965 -0.50370 0.53836 -0.240
N -1.58726 1.53287 -0.13967 -0.517
O -1.70574 -1.08863 0.69836 -0.726
S -3.10778 1.48153 0.17388 0.701
S -2.24184 -2.29434 -0.30469 0.694
H 0.33200 1.17197 -0.62482 0.106
H 0.14946 -1.07313 -0.12232 0.067
H -0.09801 -0.39096 1.64320 0.162
```

Computed properties:
2S+1: 1
Relative energy (zero: lowest compared OMol25 entry of this formula, charge and spin) (kcal/mol): 96.7
HOMO level (alpha / beta) (eV): -8.8 / -8.4
E_LUMO (alpha / beta) (eV): -1.0 / -1.7


# 6
A structure of composition C5H8N2, computed with ωB97M-V/def2-TZVPD.

```
15
Properties=species:S:1:pos:R:3:lowdin_charge:R:1
C -0.45929 -1.80962 -0.80168 0.047
N 0.59291 -1.28987 0.68474 -0.019
C 1.68130 -0.56495 0.45351 -0.252
N 1.47308 0.75683 0.28126 0.117
C 0.14821 0.91269 0.28275 -0.342
C -0.52545 2.24391 0.11558 -0.043
C -0.45702 -0.36120 0.45685 -0.184
H -1.28348 -1.34718 -1.33204 0.056
H 0.38032 -2.00444 -1.46885 0.080
H -0.76268 -2.73602 -0.31236 0.075
H 2.65986 -1.02514 0.44268 0.105
H 0.09272 3.06599 0.49297 0.078
H -0.70671 2.43005 -0.94779 0.074
H -1.49296 2.27767 0.62832 0.073
H -1.46981 -0.51670 0.81727 0.135
```

Computed properties:
2S+1: 1
Relative energy (zero: lowest compared OMol25 entry of this formula, charge and spin) (kcal/mol): 70.3
HOMO level (eV): -8.5
E_LUMO (eV): 0.5


| no. | total energy (eV) |
| --- | --- |
| 1 | -119596.1929 |
| 2 | -47142.1279 |
| 3 | -11442.0472 |
| 4 | -125875.3487 |
| 5 | -27326.5825 |
| 6 | -8291.9466 |